No. 1
Molecular formula: C28H28AuBBrF4N6O6
Method: DFT, ωB97M-V with the def2-TZVPD basis set

## Properties
Charge ... +1
Highest occupied orbital energy ... -10.463 eV
HOMO-LUMO gap ... 5.7 eV
Molar mass ... 908.243 g/mol
DFT total energy ... -4997.89774 a.u.

Element x y z (Å)
Au (0.43, -0.16, -0.17)
C (0.22, -9.12, 1.04)
C (-0.29, -7.93, 0.27)
C (-1.27, -7.10, 0.81)
C (-1.74, -6.00, 0.11)
C (-1.24, -5.71, -1.15)
N (-1.73, -4.56, -1.82)
C (-1.89, -4.45, -3.16)
O (-1.66, -5.31, -3.97)
N (-2.35, -3.19, -3.62)
C (-2.08, -1.92, -3.15)
C (-2.70, -0.81, -3.73)
C (-2.37, 0.46, -3.31)
C (-1.44, 0.63, -2.30)
N (-0.86, -0.43, -1.73)
C (-1.16, -1.67, -2.14)
C (-0.27, -6.52, -1.71)
C (0.20, -7.62, -0.99)
H (0.65, -8.81, 1.99)
H (0.98, -9.66, 0.48)
H (-0.60, -9.81, 1.25)
H (-1.69, -7.32, 1.78)
H (-2.50, -5.36, 0.55)
H (-2.22, -3.90, -1.22)
H (-2.68, -3.26, -4.57)
H (-3.44, -0.96, -4.51)
H (-2.83, 1.33, -3.75)
H (-1.16, 1.61, -1.94)
H (-0.66, -2.49, -1.65)
H (0.11, -6.33, -2.70)
H (0.96, -8.25, -1.44)
N (0.84, -4.07, 3.62)
C (1.38, -4.72, 2.57)
O (1.78, -5.87, 2.62)
C (1.51, -3.95, 1.27)
C (2.25, -4.53, 0.25)
C (2.42, -3.84, -0.95)
C (1.86, -2.59, -1.08)
N (1.11, -2.06, -0.10)
C (0.93, -2.72, 1.05)
H (0.70, -4.59, 4.47)
H (0.49, -3.13, 3.57)
H (2.67, -5.51, 0.40)
H (3.00, -4.25, -1.76)
H (1.99, -1.99, -1.97)
H (0.29, -2.24, 1.77)
N (0.58, 2.61, 3.21)
C (-0.40, 2.14, 2.19)
C (0.17, 2.57, 0.85)
O (0.69, 3.66, 0.78)
O (0.03, 1.79, -0.21)
H (0.21, 2.56, 4.16)
H (0.83, 3.58, 2.98)
H (1.47, 2.04, 3.14)
H (-1.35, 2.67, 2.34)
H (-0.56, 1.08, 2.31)
F (-2.97, -2.27, 2.34)
B (-2.43, -1.62, 1.27)
F (-1.81, -2.56, 0.38)
F (-3.31, -0.84, 0.55)
F (-1.34, -0.76, 1.73)
Br (7.16, -0.65, -2.34)
C (5.78, -0.21, -1.14)
C (4.58, 0.29, -1.63)
C (3.56, 0.59, -0.74)
C (3.74, 0.41, 0.63)
C (4.97, -0.04, 1.11)
C (5.99, -0.37, 0.23)
C (2.68, 0.70, 1.63)
O (2.90, 1.34, 2.64)
O (1.47, 0.17, 1.48)
H (4.46, 0.46, -2.69)
H (2.65, 1.03, -1.13)
H (5.12, -0.14, 2.17)
H (6.93, -0.74, 0.59)

Mulliken atomic charge list, values in e, 4 entries: number 1, Au, carries 2.1092; number 2, C, carries -1.5241; number 3, C, carries 1.0749; number 4, C, carries -0.8205



No. 2
Molecular formula: C28H28BN8O12
Method: DFT, ωB97M-V with the def2-TZVPD basis set

## Properties
Charge ... -2
Highest occupied orbital energy (alpha / beta) ... 0.196 / -3.235 eV
HOMO-LUMO gap (alpha / beta) ... 2.8 / 6.2 eV
Spin multiplicity ... 2
Molar mass ... 679.388 g/mol
DFT total energy ... -2449.59485 a.u.

Element x y z (Å)
O (-3.81, -2.38, -4.29)
C (-2.84, -2.06, -3.66)
O (-2.69, -1.09, -2.85)
B (-1.45, -1.19, -2.09)
O (-0.73, -2.30, -2.77)
C (-1.60, -2.92, -3.51)
O (-1.34, -4.02, -4.00)
O (-1.56, -1.36, -0.62)
C (-0.81, -0.40, -0.05)
O (-0.53, -0.30, 1.19)
C (-0.25, 0.49, -1.15)
O (-0.65, 0.02, -2.30)
O (0.49, 1.47, -1.03)
C (-0.20, -4.59, 0.45)
C (-0.14, -5.22, -0.87)
N (-0.12, -5.75, -1.89)
H (0.79, -4.26, 0.77)
H (-0.58, -5.28, 1.20)
H (-0.81, -3.69, 0.43)
C (3.31, 3.21, -0.46)
C (4.29, 3.79, -1.42)
N (5.09, 4.29, -2.07)
H (2.32, 3.49, -0.84)
H (3.54, 3.65, 0.50)
H (3.56, 2.15, -0.43)
C (-5.15, -4.16, -6.95)
C (-4.26, -5.15, -6.42)
N (-3.48, -5.90, -6.01)
H (-5.13, -4.32, -8.03)
H (-4.76, -3.16, -6.76)
H (-6.13, -4.26, -6.48)
C (2.57, 1.36, -3.13)
C (3.25, 1.47, -4.40)
N (3.84, 1.59, -5.38)
H (1.78, 0.61, -3.18)
H (2.19, 2.35, -2.90)
H (3.22, 1.04, -2.32)
C (-4.01, 1.44, -1.59)
C (-4.07, 2.44, -0.48)
N (-4.10, 3.20, 0.35)
H (-4.75, 0.65, -1.43)
H (-3.03, 1.02, -1.39)
H (-4.02, 1.99, -2.53)
C (-1.05, 3.06, 1.81)
C (0.09, 3.10, 2.72)
N (0.99, 3.11, 3.41)
H (-0.71, 3.22, 0.79)
H (-1.78, 3.84, 2.02)
H (-1.54, 2.09, 1.96)
C (5.25, 1.49, 2.46)
C (3.96, 1.13, 2.78)
C (3.17, 0.28, 1.97)
C (3.80, -0.35, 0.88)
C (5.10, 0.02, 0.52)
C (5.81, 0.97, 1.30)
N (3.20, -1.45, 0.13)
O (3.67, -1.88, -0.92)
O (2.20, -2.03, 0.66)
H (5.85, 2.16, 3.07)
H (3.47, 1.54, 3.66)
H (2.15, 0.14, 2.28)
H (5.64, -0.52, -0.24)
H (6.81, 1.25, 1.02)
C (-3.03, 2.03, 4.29)
C (-2.84, 0.83, 3.61)
C (-1.76, 0.00, 4.00)
C (-1.08, 0.20, 5.22)
C (-1.35, 1.35, 5.98)
C (-2.23, 2.30, 5.43)
N (0.02, -0.72, 5.59)
O (0.66, -0.53, 6.65)
O (0.21, -1.69, 4.86)
H (-3.73, 2.75, 3.89)
H (-3.40, 0.53, 2.73)
H (-1.60, -0.89, 3.42)
H (-0.85, 1.45, 6.93)
H (-2.31, 3.27, 5.91)

Mulliken atomic charge list, values in e, 4 entries: number 1, O, carries -0.6630; number 2, C, carries 0.5026; number 3, O, carries -0.6027; number 4, B, carries 1.6634



Question: What is the formula in the second record?
Answer: C28H28BN8O12



Question: Which value of charge does entry 2 give?
Answer: -2



Question: The lowest DFT total energy belongs to which entry?
Answer: C28H28AuBBrF4N6O6



Question: What is the charge in the second record?
Answer: -2